Molecular formula: C28H57F5N4O3OsP3
Method: DFT, ωB97M-V with the def2-TZVPD basis set

Element x y z (Å)
1 Os -0.052 -0.281 -0.035
2 C 5.133 -0.405 0.106
3 N 4.517 0.904 0.293
4 C 5.433 2.000 0.594
5 P 3.011 1.212 -0.358
6 O 2.179 -0.021 -0.371
7 O 2.499 2.360 0.613
8 P 0.918 2.832 0.764
9 O 0.128 1.855 -0.059
10 N 0.793 4.341 0.208
11 C 1.472 5.453 0.881
12 C -0.091 4.698 -0.908
13 N 0.755 2.820 2.387
14 C 1.182 1.669 3.184
15 C -0.335 3.598 2.995
16 N 3.082 1.921 -1.854
17 C 3.714 3.225 -2.046
18 C 2.966 1.104 -3.064
19 H 5.867 -0.388 -0.707
20 H 4.373 -1.154 -0.098
21 H 5.663 -0.669 1.025
22 H 6.086 2.215 -0.259
23 H 6.069 1.702 1.429
24 H 4.878 2.892 0.873
25 H 2.030 5.095 1.744
26 H 0.746 6.197 1.214
27 H 2.159 5.948 0.192
28 H -0.504 3.802 -1.365
29 H 0.465 5.267 -1.654
30 H -0.915 5.322 -0.557
31 H 1.974 1.116 2.678
32 H 0.339 1.002 3.394
33 H 1.571 2.023 4.139
34 H -0.660 4.394 2.329
35 H 0.018 4.043 3.925
36 H -1.193 2.962 3.222
37 H 3.661 3.819 -1.136
38 H 3.186 3.748 -2.845
39 H 4.759 3.117 -2.357
40 H 2.481 0.158 -2.838
41 H 3.944 0.920 -3.516
42 H 2.359 1.653 -3.788
43 F -2.358 1.001 -0.671
44 C -2.023 0.122 0.308
45 F -2.001 0.802 1.494
46 C -3.138 -0.923 0.378
47 F -2.940 -1.673 1.469
48 F -4.339 -0.406 0.408
49 F -3.019 -1.705 -0.717
50 C -2.229 -6.586 0.244
51 C -2.786 -5.628 -0.800
52 C -1.801 -4.492 -1.163
53 C -0.876 -4.179 0.026
54 C -1.666 -4.354 1.331
55 C -1.862 -5.859 1.550
56 P 0.166 -2.636 -0.138
57 C 1.567 -2.831 1.081
58 C 1.162 -2.176 2.415
59 C 2.296 -2.288 3.429
60 C 2.636 -3.769 3.719
61 C 1.984 -4.730 2.718
62 C 2.179 -4.234 1.285
63 C 0.975 -2.718 -1.817
64 C 1.489 -4.093 -2.271
65 C 1.602 -4.164 -3.806
66 C 1.918 -2.793 -4.397
67 C 0.725 -1.848 -4.210
68 C 0.043 -2.040 -2.841
69 H -1.364 -7.123 -0.159
70 H -2.965 -7.364 0.445
71 H -3.708 -5.187 -0.413
72 H -3.056 -6.166 -1.706
73 H -2.380 -3.621 -1.460
74 H -1.217 -4.805 -2.030
75 H -0.074 -4.924 0.051
76 H -2.631 -3.864 1.234
77 H -1.171 -3.919 2.199
78 H -2.651 -5.996 2.291
79 H -0.961 -6.296 1.987
80 H 2.331 -2.183 0.641
81 H 0.270 -2.644 2.829
82 H 0.900 -1.113 2.240
83 H 2.010 -1.780 4.351
84 H 3.177 -1.765 3.038
85 H 2.320 -4.039 4.726
86 H 3.718 -3.906 3.693
87 H 0.919 -4.840 2.939
88 H 2.429 -5.719 2.821
89 H 1.779 -4.964 0.582
90 H 3.252 -4.177 1.087
91 H 1.847 -2.062 -1.693
92 H 0.844 -4.903 -1.936
93 H 2.470 -4.264 -1.824
94 H 0.668 -4.527 -4.242
95 H 2.375 -4.884 -4.069
96 H 2.137 -2.882 -5.460
97 H 2.820 -2.391 -3.921
98 H -0.011 -2.039 -4.990
99 H 1.049 -0.812 -4.343
100 H -0.868 -2.627 -2.955
101 H -0.284 -1.055 -2.442

## Properties
- Frontier orbital gap (spin up / spin down): 0.3306 / 0.1368 Eh
- Charge: +3
- F_max: 1.9 eV/Å
- Multiplicity: 5
- Highest occupied orbital energy (spin up / spin down): -16.87 / -16.86 eV
- Energy: -85961.810 eV
- Energy above the lowest of the compared OMol25 structures with the same formula, charge and spin: 104.1 kJ/mol
- <S²>: 6.032